DFT (the ωB97M-V functional and the def2-TZVPD basis) results for a cluster of 2 separate species, C28H23NO3S in total in a non-equilibrium geometry.

Geometry (Å):
C: 4.54366 0.34219 2.44906
C: 3.81219 0.59296 3.61412
C: 2.50018 1.07200 3.53598
C: 1.90427 1.27603 2.28632
S: 0.23490 1.99170 2.18276
C: -0.90290 0.72967 1.85532
C: -2.27939 0.85280 2.10496
C: -3.05501 -0.34692 2.18322
C: -4.43046 -0.33660 2.35029
C: -5.11604 0.88428 2.42862
C: -6.54951 0.93551 2.52605
N: -7.72020 0.98997 2.59062
C: -4.37846 2.08751 2.45466
C: -3.00117 2.08726 2.31186
O: 0.02158 2.59004 3.48986
O: 0.38108 2.85485 1.02061
C: 2.64372 1.03997 1.11878
C: 3.96494 0.58912 1.19760
H: 5.56269 -0.03444 2.50924
H: 4.25318 0.41714 4.59999
H: 1.92699 1.28458 4.43467
H: -0.42294 -0.22213 1.65196
H: -2.51316 -1.28759 2.12085
H: -4.99623 -1.27002 2.41183
H: -4.91830 3.03705 2.59260
H: -2.44880 3.02896 2.34352
H: 2.17828 1.20348 0.15012
H: 4.53619 0.43621 0.27882
C: 5.69973 -0.75425 -2.33800
O: 4.73085 0.30155 -2.56376
C: 3.39244 0.07146 -2.57833
C: 2.60676 1.13840 -3.08939
C: 1.24249 1.08908 -2.97502
C: 0.58060 -0.01720 -2.33832
C: -0.83971 0.02437 -2.22502
C: -1.75188 -1.06510 -2.29084
C: -3.14900 -0.76114 -2.40787
C: -4.11485 -1.74504 -2.24165
C: -3.71588 -3.06022 -1.93418
C: -2.35905 -3.41247 -1.95483
C: -1.39146 -2.45155 -2.24454
C: 1.40123 -1.05399 -1.80883
C: 2.77085 -1.08444 -2.05121
H: 6.64729 -0.25531 -2.54800
H: 5.68298 -1.09463 -1.28707
H: 5.55456 -1.60700 -3.02103
H: 3.12886 1.98605 -3.52941
H: 0.63612 1.90507 -3.37342
H: -1.28728 1.02917 -2.25540
H: -3.44447 0.26777 -2.60696
H: -5.17386 -1.49847 -2.31848
H: -4.47296 -3.81809 -1.71888
H: -2.06196 -4.44489 -1.74073
H: -0.35492 -2.73977 -2.40805
H: 0.93744 -1.82337 -1.18158
H: 3.37379 -1.95159 -1.76348

## Properties
Energy in hartree: -1759.257743
Kohn-Sham gap in eV: 2.9

---

DFT (the ωB97M-V functional and the def2-TZVPD basis) results for a cluster of 2 separate species, C28H23NO3S in total in a non-equilibrium geometry.

Geometry (Å):
C: 6.88286 1.62050 0.58970
C: 5.85972 1.66620 1.54399
C: 4.52160 1.55974 1.15281
C: 4.21638 1.36729 -0.19816
S: 2.50080 1.31672 -0.73627
C: 1.59843 0.19464 0.22437
C: 0.71505 0.56294 1.32684
O: 0.89425 0.13000 2.47335
C: -0.51486 1.38061 1.00354
C: -0.76617 1.83099 -0.29159
C: -1.92184 2.53618 -0.62301
C: -2.85144 2.82003 0.38437
C: -2.59561 2.42005 1.70533
C: -1.46794 1.65451 1.99759
O: 2.02841 2.65762 -0.48766
O: 2.51528 0.77045 -2.08130
C: 5.22925 1.35150 -1.16379
C: 6.55814 1.51440 -0.76568
H: 7.92858 1.68532 0.90255
H: 6.09626 1.80151 2.60028
H: 3.71733 1.60677 1.88794
H: 2.17209 -0.72811 0.34510
H: -0.03935 1.58665 -1.06424
H: -2.07987 2.84277 -1.66638
H: -3.74925 3.37268 0.11434
H: -3.27343 2.68297 2.51843
H: -1.30223 1.23498 2.99081
H: 4.98351 1.21774 -2.21624
H: 7.34675 1.55920 -1.51648
C: -4.40884 -1.98378 0.11454
N: -2.99287 -1.86907 -0.25630
C: -2.62338 -1.23144 -1.42829
C: -3.56780 -0.71471 -2.33303
C: -3.19796 0.17272 -3.34079
C: -1.83503 0.44533 -3.55031
C: -0.86474 -0.11197 -2.73497
C: -1.22979 -0.96245 -1.65063
C: -0.30529 -1.44296 -0.71393
C: -0.66589 -2.23058 0.38734
C: -2.06925 -2.48297 0.56924
C: -2.51030 -3.24963 1.65387
C: -1.61605 -3.70234 2.61506
C: -0.24187 -3.48219 2.44330
C: 0.23205 -2.76920 1.35266
H: -4.55706 -1.72453 1.17154
H: -5.00165 -1.29755 -0.48883
H: -4.78829 -3.00398 -0.03315
H: -4.61097 -1.01368 -2.26262
H: -3.95793 0.65306 -3.96296
H: -1.53859 1.12494 -4.34663
H: 0.19653 0.13233 -2.86888
H: 0.74287 -1.33857 -0.96722
H: -3.56562 -3.49297 1.76104
H: -1.98050 -4.21496 3.50181
H: 0.45929 -3.85469 3.18843
H: 1.29627 -2.57102 1.22915

## Properties
Energy in hartree: -1759.357709
Kohn-Sham gap in eV: 5.3

---

DFT (the ωB97M-V functional and the def2-TZVPD basis) results for a structure of composition C28H24AlBBrCaCl5F5MgN3O19 in a non-equilibrium geometry.

Geometry (Å):
C: 3.63232 -5.32076 3.75117
C: 2.92645 -4.48975 2.75798
C: 3.32573 -3.32200 2.27589
C: 2.50792 -2.66505 1.24877
O: 3.03094 -1.95229 0.41685
C: 1.02779 -2.90216 1.34100
C: 0.11663 -1.81441 0.84070
O: -0.77633 -1.22041 1.79499
N: -0.06408 -0.90385 2.99666
O: -0.45550 0.07676 3.46785
C: 0.59714 -4.06281 1.81726
C: -0.82246 -4.48377 1.96692
C: -1.42242 -4.79493 0.56966
O: -0.74304 -4.09570 -0.41663
C: -1.61155 -6.29147 0.33109
F: -0.56495 -7.02000 0.71354
F: -2.69053 -6.69016 1.04673
F: -1.86607 -6.54593 -0.96066
C: 1.65575 -5.04882 2.19995
O: 1.51971 -6.23445 2.07179
H: 4.65295 -5.00437 3.89049
H: 3.10306 -5.37996 4.69189
H: 3.67087 -6.33128 3.36227
H: 4.23988 -2.87158 2.61885
H: 0.74003 -1.03163 0.42482
H: -0.46606 -2.21471 0.02773
H: -1.42005 -3.73076 2.45470
H: -0.82388 -5.34341 2.62330
H: -2.44687 -4.41448 0.54550
H: 0.14309 -4.42571 -0.64937
B: 6.37971 -0.81376 -1.86965
O: 6.43839 0.06393 -0.74280
C: 6.39580 -0.65661 0.40751
O: 6.40688 -0.22336 1.50157
C: 6.34571 -2.13301 0.02360
O: 6.30758 -3.08296 0.71509
O: 6.35245 -2.19554 -1.36321
F: 7.68988 -0.67076 -2.68922
F: 5.35218 -0.55822 -2.69604
Al: 5.34082 -4.00762 -2.25148
C: -4.46711 -3.39960 2.73535
O: -4.12406 -3.84720 3.81701
O: -5.43692 -2.63562 2.53390
O: -3.88031 -3.60412 1.63884
O: 1.84777 -4.87894 -4.09483
Cl: 2.19476 -5.49594 -2.84146
O: 3.38766 -4.85447 -2.32184
O: 2.40616 -6.89594 -3.00352
O: 1.11550 -5.26573 -1.89842
C: -1.53443 8.90433 -1.52540
N: -1.77627 7.46939 -1.35638
C: -1.73316 6.88536 -0.14426
C: -1.98841 5.54588 0.04927
C: -2.33549 4.68981 -1.06280
C: -2.38095 5.26438 -2.30127
C: -2.09716 6.66327 -2.49185
C: -2.65932 3.25988 -0.87457
C: -3.88677 2.74218 -1.29548
C: -4.15828 1.40087 -1.14895
N: -3.25656 0.57493 -0.60226
C: -2.07781 1.04294 -0.15897
C: -1.75624 2.37219 -0.28170
C: -3.52879 -0.87872 -0.48536
H: -0.55117 9.15153 -1.12913
H: -2.30375 9.46440 -0.99764
H: -1.57120 9.14996 -2.58207
H: -1.48546 7.52535 0.68925
H: -1.94014 5.15145 1.05174
H: -2.62459 4.66535 -3.17847
H: -2.13225 7.13456 -3.45934
H: -4.64014 3.37976 -1.73831
H: -5.09433 0.96827 -1.46934
H: -1.40673 0.32036 0.28294
H: -0.79176 2.70856 0.07224
H: -3.43641 -1.16155 0.55820
H: -2.80264 -1.41610 -1.09160
H: -4.53174 -1.08730 -0.84050
C: 1.74276 -1.04340 -2.50345
O: 1.62988 0.17637 -2.48683
O: 2.31399 -1.80211 -3.32840
O: 1.30017 -1.80768 -1.61547
Ca: -0.63493 4.92988 -3.81495
Br: 8.13456 0.55701 -3.99225
Mg: -4.34347 6.47220 -1.76488
C: -3.29004 11.27459 1.84404
Cl: -2.80454 9.55801 1.77355
Cl: -3.12263 11.98581 0.23390
Cl: -4.96344 11.37410 2.36639
Cl: -2.24970 12.11927 2.97824

## Properties
Net charge: +2
Energy in hartree: -9193.146678
Kohn-Sham gap in eV: 1.8

---

Number 2 is which compound?
C28H23NO3S

---

The lowest energy belongs to which entry?
C28H24AlBBrCaCl5F5MgN3O19